Record 1
Density functional theory data (ωB97M-V/def2-TZVPD) for a molecular structure, C39H42N3O8S2SiW.

XYZ file:
```
96
Properties=species:S:1:pos:R:3:forces:R:3
W 1.125221 -0.409200 0.004001 -0.807 -1.504 2.701
S 2.682876 -0.071091 7.101047 -0.075 -0.074 -0.090
S -2.371095 -6.453067 -1.545288 0.034 0.063 0.111
Si -1.288472 1.912551 -0.473796 -0.034 0.353 0.876
O -0.359512 0.448541 -0.412264 -1.134 0.684 -0.021
O 3.960096 -0.885269 -7.789465 0.111 0.036 -0.117
O 2.585557 -1.363621 -5.974365 -0.165 -0.379 -0.680
O -0.157317 2.938415 0.076601 -0.180 0.232 -0.238
O -2.473991 1.817921 0.591665 0.149 -0.202 -0.371
O 4.753710 -1.656033 -1.161998 0.298 -0.148 -0.178
O 2.940744 -0.950167 -0.020586 1.472 -0.392 -0.259
O -1.726429 1.978108 -2.004260 0.095 -0.059 -0.183
N 1.510990 -0.618484 -1.973563 0.707 -0.362 -2.515
N 1.448719 -0.884961 2.137138 -0.366 0.152 -0.396
N 0.302610 -2.345142 0.152125 0.003 0.016 -0.030
C 2.070952 -0.191646 3.076640 0.093 0.265 -0.060
C 3.647390 1.267737 7.493550 0.036 0.049 0.073
C 3.322309 -1.078824 -6.885845 -0.100 0.133 0.560
C 0.210509 -3.794403 4.057448 0.026 0.035 0.093
C 3.159720 -1.325549 -3.599168 0.693 -0.229 -0.192
C 3.549466 1.390788 5.198065 0.055 0.034 -0.196
C -1.463051 -5.005406 -1.775340 -0.101 -0.117 0.015
C 1.429410 3.043725 -1.793530 -0.091 0.188 0.078
C -2.625711 -6.638991 -3.212255 -0.047 -0.064 -0.049
C -2.957958 -0.317680 1.606604 -0.151 0.138 -0.060
C -3.890976 3.118365 -1.905731 0.102 -0.102 0.069
C 2.783899 0.269702 5.410957 0.003 0.006 0.188
C -0.888082 -4.280046 -0.644750 -0.057 -0.152 0.073
C -0.365759 -4.514176 3.076060 -0.049 -0.100 -0.031
C 2.264624 -1.050050 -4.587821 -0.014 0.209 0.603
C -0.925287 -4.763106 0.659461 -0.034 -0.053 -0.094
C -0.351214 -4.050654 1.713992 0.011 -0.078 0.078
C -2.669895 2.828436 -2.762864 -0.057 0.094 0.015
C 0.659409 -0.376496 -3.007205 -0.078 0.157 0.401
C -2.045166 -5.640963 -3.936129 0.016 0.049 -0.063
C -2.710854 1.162238 1.872563 0.132 -0.030 0.059
C 3.631782 -1.289710 -1.126637 -0.087 0.174 0.257
C 1.000935 -0.588357 -4.324638 -0.252 0.118 -0.573
C 1.179184 3.283024 -0.309478 0.145 -0.332 0.016
C -1.380379 -4.705909 -3.111880 0.093 0.120 -0.063
C 4.045332 1.961142 6.388599 0.035 0.054 -0.003
C -1.497666 1.368387 2.771154 -0.207 0.178 -0.033
C -1.942092 4.110358 -3.131964 0.016 -0.070 0.059
C -0.262590 -3.047269 -0.832201 0.073 0.124 -0.056
C 0.866560 -2.068135 2.463663 -0.049 -0.006 0.066
C -3.034276 2.021374 -3.992749 0.003 -0.052 0.019
C 2.734148 -1.101526 -2.307845 -0.223 0.260 0.116
C 0.853124 -2.537023 3.775252 -0.048 -0.112 0.058
C 2.113344 -0.568356 4.429362 -0.063 -0.163 0.112
C -3.941261 1.824385 2.460419 -0.029 0.081 -0.079
C 1.388318 4.745808 0.037331 -0.021 0.072 0.088
C 2.124017 2.421885 0.543282 -0.240 0.517 -0.177
C 0.269371 -2.835301 1.423533 -0.109 0.069 -0.006
C 1.471856 -1.756681 4.757421 0.097 0.116 0.057
H 2.426353 5.043152 -0.122046 -0.047 -0.006 -0.005
H 3.876540 1.483504 8.526653 -0.015 -0.030 -0.045
H 0.204372 -4.149657 5.080692 -0.008 0.003 -0.037
H 3.779872 1.792021 4.218371 -0.012 -0.009 0.069
H 3.168930 2.634206 0.323626 0.043 -0.146 -0.035
H -1.320351 2.433271 2.928075 0.014 -0.035 0.023
H 4.169041 -1.691615 -3.763009 -0.062 -0.026 0.067
H -1.406433 -5.712053 0.869911 0.028 0.016 0.020
H -4.598687 3.723425 -2.471894 0.010 -0.003 0.016
H -3.612488 3.668001 -1.002977 -0.061 0.019 -0.061
H -4.384524 2.192137 -1.606786 0.001 0.044 -0.016
H -1.665930 0.893976 3.738729 0.030 0.005 -0.006
H -0.230729 -2.603990 -1.815552 0.013 0.028 -0.044
H 1.120483 4.929059 1.078207 0.029 0.006 -0.025
H 1.340293 1.986739 -2.039297 0.007 -0.106 -0.078
H -2.614297 4.769994 -3.681157 0.026 -0.001 0.016
H 1.929536 2.590220 1.601031 -0.045 -0.119 0.036
H -0.605036 0.935137 2.320314 0.150 -0.094 -0.019
H -2.082145 -0.787063 1.156306 0.099 -0.073 0.003
H 2.429351 3.385990 -2.063631 -0.008 -0.034 0.010
H -4.197234 1.366691 3.416697 -0.001 0.021 -0.025
H -3.760231 2.888461 2.616885 -0.007 -0.039 0.026
H 1.982187 1.322500 0.361398 0.324 0.567 -0.030
H -1.079112 3.899839 -3.767257 -0.026 0.020 0.016
H -3.192733 -0.831723 2.539658 0.011 -0.001 -0.023
H -2.140195 1.794298 -4.580045 -0.038 0.024 0.003
H 1.462762 -2.099021 5.786273 -0.009 -0.030 -0.036
H -3.800696 -0.438052 0.923676 0.017 -0.023 0.044
H 4.671074 2.840812 6.433398 -0.029 -0.039 -0.023
H -0.308805 0.030415 -2.747571 -0.082 0.019 -0.064
H 0.704716 3.596613 -2.390087 0.041 -0.015 0.017
H -1.611534 4.635405 -2.231779 -0.014 0.019 -0.058
H 0.292321 -0.377469 -5.117051 -0.035 -0.004 0.108
H -3.719121 2.592600 -4.619963 0.028 -0.034 -0.005
H 2.567526 0.713262 2.756471 -0.066 0.042 -0.014
H -0.846926 -5.460413 3.291113 0.020 0.033 0.005
H -0.850547 -3.846712 -3.507135 -0.033 -0.052 0.009
H -3.196124 -7.478803 -3.580872 0.029 0.037 0.036
H 0.749504 5.364945 -0.593167 0.024 -0.005 0.025
H -4.788187 1.717261 1.781610 0.013 -0.022 0.044
H -2.094237 -5.586272 -5.014160 0.005 0.014 0.049
H -3.525664 1.089291 -3.707965 0.006 0.032 -0.022
```
Forces are in eV/Å.

The total charge is +3. Its total energy is -3429.8177 a.u.

Record 2
Density functional theory data (ωB97M-V/def2-TZVPD) for a molecular structure, C39H43AsIrN2S.

XYZ file:
```
87
Properties=species:S:1:pos:R:3:forces:R:3
Ir -0.281206 -1.848543 -0.732027 0.302 0.420 -0.308
As -1.414990 1.421596 0.546101 -0.057 -0.219 -0.047
S -0.919724 -1.050382 2.718902 -0.026 -0.269 0.029
N -2.076222 -1.880947 0.356596 -0.107 -0.177 0.161
N 1.106222 -1.669667 0.974469 -0.100 0.358 0.005
C -3.190247 3.398276 -0.459957 0.093 0.112 -0.044
C 2.694612 -0.100310 -2.072112 0.178 0.047 0.045
C -5.111619 -3.250882 -1.329838 -0.013 -0.002 -0.039
C -1.101485 1.702810 2.444732 0.013 -0.010 0.083
C -1.863304 3.156945 -0.111966 -0.124 0.212 -0.044
C 2.350480 -1.316986 0.465745 0.120 -0.191 -0.108
C -3.338043 -2.041481 -0.089614 -0.314 0.109 0.040
C -1.274915 5.410089 -0.695177 -0.010 -0.019 0.012
C 2.668787 0.207808 0.419440 -0.074 -0.046 -0.001
C -3.536102 -0.818142 1.802097 0.170 -0.016 0.072
C 3.904614 2.909185 0.050938 -0.051 0.011 -0.016
C 4.841253 0.123294 -0.790577 -0.093 0.093 -0.008
C 3.132113 -2.393636 -0.015628 -0.192 0.176 0.126
C -4.260105 -1.403134 0.813079 0.036 -0.175 -0.226
C -1.119111 2.963167 3.018910 -0.006 0.048 0.105
C 1.962659 -4.431621 1.163737 -0.020 0.017 0.013
C 4.456848 -2.280617 -0.377192 0.255 0.060 -0.088
C -0.954786 0.739611 4.700356 0.002 0.144 0.009
C -3.553343 4.653743 -0.929555 0.010 0.001 0.000
C -3.635053 -1.559487 -2.462064 -0.009 0.005 -0.027
C 2.420862 2.826800 -1.985918 0.036 0.017 -0.020
C 1.360465 -0.230032 -2.264159 -0.175 -0.030 0.131
C -2.597356 5.653547 -1.047863 -0.010 -0.013 0.010
C -1.023900 0.613630 3.322386 0.002 0.024 0.023
C -1.038490 3.118631 4.405065 -0.008 0.005 -0.062
C -2.168745 -1.089287 1.465989 -0.006 0.188 0.063
C -0.958808 2.020099 5.243252 -0.005 -0.020 0.018
C -2.718061 -3.793693 -1.784089 -0.038 -0.108 -0.032
C 3.398588 0.582352 -0.917754 -0.036 -0.128 -0.035
C 5.275511 -1.116081 -0.551415 -0.068 -0.269 0.083
C 0.234065 0.167294 -1.419366 -0.089 -0.285 0.180
C 1.651004 -3.962902 -1.312542 -0.009 0.090 0.025
C -0.902365 4.160168 -0.223553 -0.093 0.047 -0.071
C 2.567735 -3.817378 -0.100685 0.033 -0.013 -0.025
C 1.395939 0.999844 0.639465 0.238 0.050 -0.090
C 0.704818 -0.993248 1.999039 0.136 -0.296 0.198
C 0.323858 0.934498 -0.164847 0.055 -0.034 -0.172
C -3.688794 -2.678673 -1.401255 -0.025 0.013 0.042
C 3.531745 2.126132 -1.211528 0.072 0.059 0.034
H 4.330733 3.874273 -0.222939 -0.027 0.000 -0.002
H -2.613042 -1.191798 -2.597081 -0.001 -0.005 0.017
H 4.641814 2.395603 0.672640 -0.005 -0.007 -0.052
H 3.351465 0.437676 1.243496 0.031 0.046 -0.020
H -5.328364 -3.785252 -2.254905 -0.004 0.014 0.012
H -2.882723 6.630245 -1.416307 0.000 -0.021 0.000
H -2.727688 -4.613036 -1.063574 -0.011 0.027 0.000
H -4.580416 4.850068 -1.207390 0.013 -0.002 0.010
H 2.594105 -4.246098 2.033818 -0.007 0.012 -0.021
H -1.684380 -3.442098 -1.885572 0.041 0.067 -0.029
H 1.407425 -5.005108 -1.521295 0.045 -0.016 0.018
H -0.658351 0.388592 -2.004785 0.009 0.143 -0.053
H 1.344020 1.614841 1.529799 0.016 -0.032 0.058
H 3.435402 -4.433133 -0.341411 0.017 -0.030 0.008
H -3.934688 2.616190 -0.373315 0.001 -0.010 0.002
H 0.637079 -3.523559 -1.121465 -0.175 -0.133 0.018
H -0.910023 2.148126 6.315989 0.000 0.009 -0.015
H 5.595354 0.891723 -0.921693 -0.028 -0.033 -0.018
H -1.049402 4.115136 4.826946 0.001 -0.008 -0.007
H -5.862567 -2.466325 -1.226278 0.033 -0.015 0.007
H 3.335094 -0.457956 -2.872513 0.000 0.023 0.021
H -0.901929 -0.133754 5.338684 -0.004 0.004 -0.017
H 3.024275 3.112771 0.667127 0.012 -0.035 -0.003
H 1.887727 -5.512410 1.037329 0.007 0.010 -0.002
H 0.125004 3.976179 0.060117 0.089 -0.043 -0.016
H -3.889832 -0.264219 2.658184 0.037 0.011 -0.019
H 6.346178 -1.285291 -0.553658 -0.020 -0.014 0.004
H 2.051581 -3.496060 -2.209736 0.036 -0.029 -0.002
H 1.366732 -0.516213 2.717690 -0.005 0.126 -0.103
H 4.971574 -3.219672 -0.546715 0.027 0.023 0.004
H 2.723954 3.862282 -2.154498 -0.006 -0.027 0.000
H 0.961731 -4.055851 1.377444 0.021 -0.023 -0.019
H 4.395504 2.165311 -1.881175 0.003 0.029 0.013
H -4.273871 -0.715671 -2.194233 0.003 -0.032 0.007
H -3.980798 -1.954871 -3.418383 0.018 0.004 0.009
H -2.997068 -4.188642 -2.761406 -0.018 -0.033 0.034
H -0.534518 6.194179 -0.787410 -0.014 -0.013 0.004
H -1.204965 3.837059 2.385207 -0.005 0.002 0.036
H 1.478828 2.848064 -1.451585 -0.175 0.006 0.098
H 2.250477 2.376882 -2.963677 0.012 -0.011 0.036
H 1.059393 -0.640478 -3.223107 -0.010 0.016 -0.006
H -5.222913 -3.954042 -0.502219 0.019 0.018 -0.028
H -5.333354 -1.396052 0.714217 0.030 -0.005 -0.027
```
Forces are in eV/Å.

Its expectation value of S² is 8.86. As for the spin multiplicity: 6. The total charge is +2. Its total energy is -4358.8855 a.u.